Formula: C5H8O
Source: the Open Molecules 2025 dataset
Level of theory: wB97M-V/def2-TZVPD

Results
**ΔE to the lowest compared entry with this formula, charge and spin**: 110.1 kJ/mol
**HOMO-LUMO gap**: 9.5 eV
**E_HOMO**: -8.460 eV
**2S+1**: 1

```
14
C5H8O (wB97M-V/def2-TZVPD)
C -2.18 -0.08 0.11
C -0.83 0.00 -0.06
C 0.02 1.26 -0.11
C 1.45 0.67 0.09
C 1.31 -0.85 0.06
O -0.04 -1.14 -0.15
H -2.76 0.88 0.11
H -2.62 -1.07 0.17
H -0.22 1.99 0.71
H -0.09 1.84 -1.01
H 2.11 1.05 -0.67
H 1.85 1.01 1.07
H 1.59 -1.33 0.99
H 1.88 -1.26 -0.76
```

Formula: C33H80Cl2N11O21
Source: the Open Molecules 2025 dataset
Level of theory: wB97M-V/def2-TZVPD

Results
**HOMO-LUMO gap**: 3.7 eV
**E_HOMO**: -2.339 eV
**2S+1**: 1
**Charge**: -1

```
147
C33H80Cl2N11O21 (wB97M-V/def2-TZVPD)
C 1.12 4.51 -1.55
C 0.80 3.06 -1.18
C 2.12 2.54 -0.44
C 2.04 1.20 0.26
C 0.89 1.30 1.26
C -0.50 1.73 0.61
N -0.34 2.98 -0.20
O -1.53 3.43 -0.87
C -1.39 1.95 1.81
C -1.14 0.49 -0.11
C 0.65 2.20 -2.46
H 1.36 5.13 -0.69
H 0.26 4.86 -2.11
H 1.99 4.52 -2.21
H 2.38 3.27 0.33
H 2.94 2.47 -1.15
H 2.97 0.93 0.76
H 1.80 0.38 -0.42
H 1.20 1.96 2.07
H 0.73 0.27 1.57
H -1.36 1.00 2.35
H -2.38 2.26 1.51
H -1.11 2.77 2.46
H -1.89 0.78 -0.84
H -1.59 -0.28 0.51
H -0.43 -0.09 -0.70
H -0.02 2.66 -3.18
H 0.31 1.18 -2.34
H 1.56 2.28 -3.06
C -2.99 -7.32 -1.01
C -2.08 -6.27 -0.27
C -2.06 -4.75 -0.74
C -3.48 -4.18 -1.07
C -3.44 -2.63 -1.08
C -4.82 -2.04 -1.10
H -3.98 -7.05 -0.63
H -2.68 -8.30 -0.65
H -2.87 -7.40 -2.09
H -2.24 -6.30 0.81
H -1.10 -6.73 -0.26
H -1.39 -4.72 -1.59
H -1.57 -4.14 0.01
H -3.90 -4.64 -1.96
H -4.10 -4.50 -0.23
H -3.05 -2.28 -0.13
H -2.71 -2.30 -1.83
H -5.32 -2.38 -2.01
H -5.41 -2.31 -0.22
H -4.75 -0.96 -1.20
C -0.61 -3.11 2.61
C -1.17 -4.31 3.37
C -0.25 -5.53 3.46
C -1.00 -6.80 3.86
C -0.48 -7.36 5.18
C -1.32 -8.64 5.53
H 0.26 -2.79 3.19
H -1.26 -2.24 2.58
H -0.29 -3.41 1.61
H -1.46 -4.10 4.40
H -2.13 -4.56 2.90
H 0.59 -5.37 4.14
H 0.31 -5.73 2.54
H -2.08 -6.62 3.90
H -0.85 -7.57 3.11
H 0.54 -7.68 4.94
H -0.46 -6.59 5.95
H -2.41 -8.59 5.47
H -0.96 -9.40 4.83
H -1.01 -9.05 6.49
Cl 3.53 -3.86 0.71
C 2.92 -2.76 1.95
C 3.10 -3.35 3.30
Cl 4.80 -3.58 3.69
H 1.89 -2.47 1.73
H 3.55 -1.87 1.92
H 2.71 -4.36 3.42
H 2.74 -2.67 4.08
C 1.33 0.02 -5.30
N 0.40 1.06 -5.86
O 0.89 1.91 -6.61
O -0.76 0.93 -5.64
H 0.70 -0.44 -4.55
H 2.20 0.52 -4.88
H 1.58 -0.64 -6.14
C 2.65 5.31 2.50
N 1.31 4.77 2.94
O 0.29 5.12 2.34
O 1.24 3.95 3.84
H 2.78 6.22 3.08
H 2.46 5.53 1.45
H 3.48 4.60 2.49
C -0.72 1.32 5.60
N 0.36 0.25 5.53
O -0.02 -0.92 5.30
O 1.49 0.61 5.62
H -0.19 2.27 5.55
H -1.25 1.29 6.55
H -1.49 1.29 4.83
C -3.21 0.72 -3.25
N -4.51 1.42 -3.31
O -5.48 0.68 -3.41
O -4.58 2.62 -3.42
H -2.54 1.57 -3.14
H -3.12 0.19 -4.20
H -3.20 0.02 -2.41
C 0.59 7.84 -1.95
N -0.78 7.50 -2.45
O -1.48 6.84 -1.69
O -1.18 7.97 -3.52
H 0.39 8.85 -1.58
H 1.22 7.82 -2.84
H 0.85 7.10 -1.19
C -5.19 1.28 0.37
N -5.52 2.73 0.17
O -6.66 3.04 -0.11
O -4.63 3.52 0.44
H -5.59 0.69 -0.45
H -5.75 1.06 1.28
H -4.13 1.08 0.57
C 4.20 0.58 3.66
N 4.65 1.98 3.59
O 4.47 2.45 2.46
O 5.09 2.49 4.63
H 3.14 0.61 3.38
H 4.28 0.28 4.70
H 4.78 -0.10 3.04
C 0.70 5.20 -5.71
N 2.11 5.48 -5.73
O 2.66 5.92 -4.72
O 2.76 5.21 -6.73
H 0.15 6.09 -6.01
H 0.27 4.83 -4.78
H 0.57 4.39 -6.43
C 2.04 -3.74 -2.33
N 1.33 -2.50 -1.87
O 1.31 -1.53 -2.62
O 1.01 -2.42 -0.72
H 1.54 -4.60 -1.88
H 3.10 -3.61 -2.11
H 1.83 -3.73 -3.39
C 5.08 4.14 -3.50
N 5.54 4.80 -4.75
O 5.85 4.00 -5.68
O 5.84 6.01 -4.81
H 4.23 3.55 -3.85
H 4.64 4.91 -2.86
H 5.94 3.65 -3.05
```

Formula: C11H17N2OP
Source: the Open Molecules 2025 dataset
Level of theory: wB97M-V/def2-TZVPD

Results
**ΔE to the lowest compared entry with this formula, charge and spin**: 272.3 kJ/mol
**HOMO-LUMO gap (spin up / spin down)**: 6.9 / 7.0 eV
**E_HOMO (spin up / spin down)**: -8.034 / -8.057 eV
**2S+1**: 1

```
32
C11H17N2OP (wB97M-V/def2-TZVPD)
C -2.82 1.84 0.02
C -1.54 2.12 -0.55
C -3.27 0.55 0.02
C -0.71 1.09 -0.91
C -2.41 -0.48 -0.26
C -1.10 -0.27 -0.69
C 1.08 -1.80 0.73
C 0.11 -2.39 -0.45
C -3.09 -1.83 -0.05
C 2.93 2.40 0.14
C 2.29 1.17 0.76
N 2.40 -1.49 0.50
N -0.27 -1.22 -1.13
O 4.31 -0.10 -0.74
P 2.84 -0.13 -0.48
H -3.56 2.68 0.40
H -1.12 3.19 -0.78
H -4.26 0.46 0.31
H 0.29 1.44 -1.39
H 0.69 -0.90 1.14
H 0.85 -2.52 1.62
H 0.75 -3.01 -0.99
H -0.79 -2.78 -0.02
H -3.01 -2.54 -0.88
H -2.56 -2.44 0.62
H -4.22 -1.77 0.19
H 2.48 3.41 0.58
H 4.08 2.46 0.10
H 2.53 2.50 -0.87
H 1.14 1.35 0.95
H 2.79 1.14 1.81
H 3.15 -2.12 0.28
```

Formula: C5H11NO2
Source: the Open Molecules 2025 dataset
Level of theory: wB97M-V/def2-TZVPD

Results
**ΔE to the lowest compared entry with this formula, charge and spin**: 618.1 kJ/mol
**HOMO-LUMO gap**: 9.0 eV
**E_HOMO**: -8.314 eV
**2S+1**: 1

```
19
C5H11NO2 (wB97M-V/def2-TZVPD)
C -2.16 -1.28 -0.24
C -0.91 -0.91 0.15
C -1.24 0.59 0.91
N -1.51 1.50 -0.04
C 0.21 -0.92 -0.86
C 1.44 0.03 -0.19
O 1.72 1.07 -0.56
O 2.09 -0.90 0.67
H -2.83 -1.41 0.42
H -1.88 -2.16 -0.82
H -2.52 -0.61 -1.10
H -0.74 -1.29 1.03
H -2.03 0.59 1.48
H -0.39 1.15 1.53
H -0.57 1.86 -0.80
H -1.82 2.52 0.08
H 0.40 -1.83 -0.92
H -0.05 -0.11 -1.71
H 2.97 -0.56 0.94
```

Formula: C3H11N2
Source: the Open Molecules 2025 dataset
Level of theory: wB97M-V/def2-TZVPD

Results
**ΔE to the lowest compared entry with this formula, charge and spin**: 46.2 kJ/mol
**HOMO-LUMO gap**: 11.1 eV
**E_HOMO**: -15.237 eV
**2S+1**: 1
**Charge**: +1

```
16
C3H11N2 (wB97M-V/def2-TZVPD)
C -1.17 -1.73 -1.51
C -1.64 -0.45 -0.79
H -1.40 -1.62 -2.57
H -1.69 -2.60 -1.13
H -0.08 -1.82 -1.45
H -2.66 -0.29 -1.12
H -1.61 -0.62 0.29
H -1.10 0.42 -1.13
N 1.71 2.07 0.55
C 1.77 1.10 1.44
N 0.78 0.36 1.85
H 0.85 2.24 0.05
H 2.56 2.29 0.04
H 2.76 0.85 1.78
H 1.05 -0.52 2.28
H -0.14 0.32 1.42
```

Formula: C25H42Br4CaFILiN3O10S
Source: the Open Molecules 2025 dataset
Level of theory: wB97M-V/def2-TZVPD

Results
**HOMO-LUMO gap**: 1.7 eV
**E_HOMO**: -5.301 eV
**2S+1**: 1

```
89
C25H42Br4CaFILiN3O10S (wB97M-V/def2-TZVPD)
O -0.05 -1.23 2.51
C -1.20 -1.51 2.94
I -1.68 -0.85 4.96
C -2.25 -2.29 1.98
C -2.03 -1.93 0.44
C -1.74 -3.13 -0.54
C -1.51 -2.84 -2.08
N -1.25 -3.85 -3.12
S -1.11 -2.89 -4.53
N -1.33 -1.23 -4.09
C -1.55 -1.36 -2.64
C -1.86 -0.22 -1.61
C -1.91 1.29 -2.20
C -0.47 1.95 -1.77
O -0.56 3.38 -1.51
C -2.12 -0.45 -0.07
C -2.46 0.83 0.81
C -4.03 1.21 0.53
C -4.88 -0.04 -0.05
O -6.33 0.26 0.00
H -3.34 -2.20 2.33
H -1.97 -3.42 2.09
H -1.68 -4.22 -0.15
H -1.97 1.27 -3.34
H -2.80 1.89 -1.80
H -0.20 1.42 -0.77
H 0.35 1.67 -2.53
H -0.68 3.45 -0.53
H -1.87 1.78 0.52
H -2.32 0.70 1.94
H -4.10 2.14 -0.14
H -4.55 1.51 1.52
H -4.66 -0.25 -1.17
H -4.75 -1.00 0.58
H -6.72 -0.51 -0.48
C 7.19 0.76 -4.57
O 6.24 -0.14 -4.04
C 6.85 -1.26 -3.43
C 5.84 -2.04 -2.59
O 5.65 -1.47 -1.30
C 4.85 -0.28 -1.26
C 3.37 -0.55 -1.46
O 3.08 -0.68 -2.84
C 1.81 -1.25 -3.08
H 7.81 0.27 -5.33
H 6.65 1.58 -5.04
H 7.82 1.17 -3.77
H 7.69 -0.94 -2.80
H 7.23 -1.91 -4.24
H 6.25 -3.04 -2.41
H 4.89 -2.16 -3.12
H 5.23 0.47 -1.97
H 5.00 0.13 -0.26
H 2.79 0.29 -1.07
H 3.09 -1.47 -0.93
H 1.77 -2.28 -2.69
H 1.65 -1.29 -4.16
H 1.02 -0.65 -2.62
C -0.95 -0.69 9.17
Br -1.07 -0.95 11.09
Br -2.54 0.18 8.46
Br 0.67 0.25 8.67
H -0.90 -1.68 8.72
C 1.98 1.13 -6.59
N 0.64 1.56 -6.10
O 0.48 1.64 -4.87
O -0.21 1.81 -6.95
H 2.62 0.95 -5.73
H 1.85 0.22 -7.18
H 2.38 1.94 -7.21
F 3.51 -0.07 -8.25
Li 9.13 -1.02 -2.82
C -5.58 5.33 9.20
C -5.14 3.95 8.82
O -5.67 3.34 7.91
C -4.00 3.34 9.60
H -6.41 5.64 8.56
H -5.93 5.34 10.24
H -4.76 6.04 9.08
H -4.28 3.26 10.65
H -3.10 3.96 9.49
H -3.78 2.35 9.21
Ca 0.17 3.98 -5.37
Br -2.25 2.25 -7.55
C 0.16 -5.32 1.33
O -1.08 -4.83 1.42
H 0.35 -6.07 0.54
H 0.98 -4.59 1.14
H 0.55 -5.85 2.22
```

Formula: C10H22BF4GdIN6O2
Source: the Open Molecules 2025 dataset
Level of theory: wB97M-V/def2-TZVPD

Results
**ΔE to the lowest compared entry with this formula, charge and spin**: 92.3 kJ/mol
**HOMO-LUMO gap (spin up / spin down)**: 8.5 / 5.7 eV
**E_HOMO (spin up / spin down)**: -6.090 / -6.071 eV
**2S+1**: 8
**Charge**: -1
**Expectation value of S²**: 16.04

```
47
C10H22BF4GdIN6O2 (wB97M-V/def2-TZVPD)
Gd 0.43 1.24 0.39
N 3.13 1.54 0.21
C 4.13 0.56 -0.25
C 4.00 -0.74 0.55
C 2.98 -1.71 -0.09
N 1.60 -1.16 -0.14
H 3.39 2.40 -0.25
H 3.19 1.77 1.17
H 5.21 0.88 -0.12
H 3.91 0.31 -1.29
H 3.76 -0.50 1.62
H 4.99 -1.26 0.52
H 2.91 -2.60 0.55
H 3.38 -2.02 -1.07
H 1.01 -1.78 0.48
H 1.26 -1.16 -1.07
N 0.89 -2.11 6.38
C 0.47 -1.43 5.55
N -0.16 -0.77 4.63
C 0.31 -0.24 3.57
N 0.69 0.32 2.65
C -2.63 2.73 -0.08
O -1.57 1.83 0.06
H -2.51 3.70 0.39
H -3.56 2.22 0.27
H -2.71 2.98 -1.14
F 0.40 1.43 -2.12
B 0.94 0.79 -3.34
F 1.08 -0.59 -3.08
F -0.14 1.00 -4.19
F 2.13 1.45 -3.69
C -4.29 -1.14 -1.15
N -2.88 -0.86 -1.02
C -2.21 -0.51 -2.24
C -2.14 -0.93 0.13
C -2.78 -1.09 1.51
O -0.90 -0.86 0.08
H -4.61 -2.16 -1.43
H -4.73 -0.41 -1.79
H -4.77 -0.99 -0.20
H -1.16 -0.36 -2.06
H -2.45 0.52 -2.47
H -2.55 -1.26 -3.03
H -3.61 -1.80 1.55
H -3.09 -0.04 1.77
H -1.93 -1.46 2.17
I 1.20 4.26 1.07
```

Formula: C24H31FN2O
Source: the Open Molecules 2025 dataset
Level of theory: wB97M-V/def2-TZVPD

Results
**ΔE to the lowest compared entry with this formula, charge and spin**: 140.9 kJ/mol
**HOMO-LUMO gap**: 7.7 eV
**E_HOMO**: -7.187 eV
**2S+1**: 1

```
59
C24H31FN2O (wB97M-V/def2-TZVPD)
O -5.14 -2.10 1.80
C -4.04 -2.72 1.68
C -2.77 -1.59 1.78
C -2.76 -0.80 3.16
C -1.81 0.20 3.19
C -2.13 1.48 3.07
C -1.05 2.47 3.22
C 0.14 2.15 3.85
C 0.26 0.81 4.01
C -0.50 -0.18 3.83
C -1.46 -2.17 1.73
C -0.93 -2.82 0.28
N -0.90 -1.85 -0.70
C 0.03 -1.13 -1.08
C 0.72 -0.35 0.10
C 1.91 0.60 -0.31
N 2.31 0.09 -1.60
C 2.71 0.92 -2.64
C 2.34 0.63 -4.18
C 2.91 1.35 -5.03
C 3.06 2.69 -4.85
C 3.30 3.12 -3.57
C 2.91 2.44 -2.51
F 3.13 2.83 -1.11
C 2.39 -1.32 -1.83
C 1.03 -1.89 -1.91
C -2.48 -1.15 -0.85
C -2.81 -0.54 0.49
H -5.40 -1.50 1.08
H -3.73 -3.22 0.68
H -3.87 -3.40 2.45
H -2.69 -1.87 3.93
H -3.86 -0.36 3.14
H -2.96 1.69 2.66
H -1.19 3.43 2.89
H 0.72 2.82 3.81
H 1.25 0.55 4.53
H -0.49 -1.16 4.27
H -0.36 -1.88 1.97
H -1.34 -3.20 2.30
H 0.08 -3.40 0.14
H -1.63 -3.75 0.13
H -0.30 -0.23 -1.69
H 0.26 0.03 0.85
H 1.36 -1.16 0.85
H 2.43 0.88 0.37
H 1.47 1.35 -0.45
H 2.24 -0.46 -4.16
H 2.74 1.23 -5.91
H 3.12 3.38 -5.70
H 3.52 4.26 -3.24
H 2.87 -1.59 -0.90
H 3.04 -1.72 -2.68
H 0.77 -1.69 -2.89
H 1.09 -2.83 -1.58
H -2.46 -0.42 -1.72
H -3.19 -1.79 -0.96
H -3.78 -0.11 0.57
H -2.07 0.07 0.63
```

Formula: C3H10ClN2OS
Source: the Open Molecules 2025 dataset
Level of theory: wB97M-V/def2-TZVPD

Results
**ΔE to the lowest compared entry with this formula, charge and spin**: 79.4 kJ/mol
**HOMO-LUMO gap**: 10.4 eV
**E_HOMO**: -13.568 eV
**2S+1**: 1
**Charge**: +1

```
18
C3H10ClN2OS (wB97M-V/def2-TZVPD)
C -1.95 -2.11 -0.15
O -1.68 -0.73 0.28
C -0.50 -0.15 -0.03
N -0.47 1.12 0.47
S 1.07 -1.22 0.68
C 2.29 -0.12 -0.30
N 2.16 1.18 0.54
Cl 4.01 -0.70 -0.21
H -2.34 -2.16 -1.23
H -2.77 -2.41 0.49
H -1.01 -2.66 -0.06
H -0.16 -0.28 -1.04
H -0.56 1.83 -0.25
H -0.99 1.31 1.29
H 2.01 0.21 -1.27
H 2.65 1.01 1.47
H 2.75 1.98 0.19
H 1.03 1.41 0.70
```